Record 1
Formula: CH4N4S
Source: OMol25
Level of theory: wB97M-V/def2-TZVPD

Energy above the lowest of the compared OMol25 structures with the same formula, charge and spin (kJ/mol): 258.8
Max |F| (eV Å⁻¹): 5.21

Positions of all 10 atoms, in Å:
C: 1.2448 -0.4790 0.7402
N: -1.6635 0.0811 1.0986
N: 1.0663 0.4366 -0.2150
N: 0.4675 0.2821 -1.3290
N: -2.2355 0.2371 0.1475
S: -3.0524 0.5253 -1.0512
H: 1.9182 -0.2678 1.5265
H: 0.6432 -1.4559 0.4640
H: 1.4536 1.3606 -0.0491
H: 0.1577 -0.7201 -1.3325

Record 2
Formula: C5H20N10O5Tl
Source: OMol25
Level of theory: wB97M-V/def2-TZVPD

Energy above the lowest of the compared OMol25 structures with the same formula, charge and spin (kJ/mol): 468.7
Net charge: +3
Max |F| (eV Å⁻¹): 2.84

Positions of all 41 atoms, in Å:
Tl: -17.1726 14.8720 -18.7025
C: -17.1661 10.9464 -19.5989
O: -17.7417 11.9322 -19.0527
N: -16.5722 10.0001 -18.8417
N: -17.2321 10.6958 -20.9074
H: -15.8393 9.5478 -19.3744
H: -16.4601 10.1652 -17.8597
H: -17.8063 11.3317 -21.4275
H: -16.8050 9.8557 -21.2617
C: -19.9664 13.7465 -16.0114
O: -19.1539 13.7285 -16.9653
N: -20.4506 14.8672 -15.4678
N: -20.2288 12.6487 -15.2358
H: -21.2189 14.9552 -14.8245
H: -20.2639 15.6169 -16.1252
H: -20.7039 12.7798 -14.3595
H: -19.5054 11.9464 -15.2406
C: -16.6175 18.8573 -18.3803
O: -16.3235 17.6991 -18.7698
N: -17.8161 19.1972 -17.8215
N: -15.7670 19.8787 -18.4083
H: -17.9973 20.0629 -17.3473
H: -18.4242 18.3932 -17.8086
H: -15.9689 20.7083 -17.8801
H: -14.9350 19.8223 -18.9775
C: -18.0510 13.2095 -22.3571
O: -18.1830 13.7434 -21.2484
N: -18.9998 12.4415 -22.9496
N: -16.8762 13.2331 -23.0526
H: -19.9055 12.4370 -22.5072
H: -18.7430 12.0563 -23.8410
H: -16.6782 12.9450 -23.9967
H: -16.2240 13.8699 -22.6177
C: -15.2973 12.2163 -16.3000
O: -16.0412 13.0736 -16.8551
N: -15.7060 11.0536 -15.7548
N: -13.9798 12.4300 -16.2561
H: -15.0565 10.2976 -15.6081
H: -16.6798 10.9248 -15.5275
H: -13.5873 13.1764 -16.8055
H: -13.3998 11.7870 -15.7401

Record 3
Formula: C27H33Cl3CoN7S3
Source: OMol25
Level of theory: wB97M-V/def2-TZVPD

Energy above the lowest of the compared OMol25 structures with the same formula, charge and spin (kJ/mol): 36.4
Net charge: +1
Max |F| (eV Å⁻¹): 2.48
2S+1: 4

Positions of all 74 atoms, in Å:
Co: -1.5998 0.6899 0.9960
N: -0.2574 3.5374 2.8876
C: -0.2744 3.6532 1.5487
N: -0.7522 2.7647 0.7188
C: -0.5528 3.1448 -0.5953
C: 0.0448 4.3460 -0.7681
S: 0.4082 5.0569 0.7613
C: -0.9432 2.1910 -1.6195
C: -0.8259 2.3327 -2.9592
S: -1.4059 0.9222 -3.7631
C: -1.7694 0.2127 -2.2101
N: -1.4670 0.9811 -1.1942
N: -2.2433 -1.0465 -2.1137
H: -0.5705 2.6822 3.3099
H: 0.1627 4.2460 3.4586
H: 0.2877 4.8588 -1.6832
H: -0.4514 3.1698 -3.5237
H: -2.6517 -1.4646 -2.9320
H: -2.6452 -1.3040 -1.2171
C: -2.5469 -5.0826 1.1721
C: -1.4306 -4.2521 1.3895
C: -1.5562 -2.8913 1.3271
C: -2.7918 -2.2695 1.0151
C: -2.9227 -0.8530 0.8595
C: -4.1842 -0.3658 0.5776
C: -5.3194 -1.1958 0.4534
C: -5.1916 -2.5476 0.5781
C: -3.9245 -3.1186 0.8378
C: -3.7689 -4.5227 0.9283
H: -2.4389 -6.1574 1.2353
H: -0.4709 -4.6982 1.6196
H: -0.7177 -2.2558 1.5877
H: -4.3333 0.7032 0.4149
H: -6.2900 -0.7526 0.2614
H: -6.0484 -3.2029 0.4766
H: -4.6434 -5.1498 0.7988
C: 3.6472 -1.2740 -4.3134
C: 3.3418 -2.4630 -3.4025
C: 2.8505 -2.0527 -2.0141
C: 1.4996 -1.3352 -2.0664
N: 0.9661 -1.0466 -0.7437
C: 1.3264 -0.0344 0.0433
S: 0.6605 0.0753 1.6274
N: 2.2141 0.8409 -0.4183
C: 2.7333 2.0126 0.2775
C: 4.2598 2.0064 0.2711
C: 4.8689 0.8402 1.0510
C: 4.6261 0.9330 2.5562
H: 4.1108 -1.6176 -5.2373
H: 4.3417 -0.5834 -3.8291
H: 2.7418 -0.7276 -4.5828
H: 4.2464 -3.0606 -3.2812
H: 2.5914 -3.1036 -3.8737
H: 3.5973 -1.4089 -1.5379
H: 2.7404 -2.9408 -1.3878
H: 0.7697 -1.9687 -2.5699
H: 1.5749 -0.4045 -2.6357
H: 0.3222 -1.7096 -0.3416
H: 2.6238 0.6658 -1.3248
H: 2.3454 1.9977 1.2921
H: 2.3632 2.9117 -0.2237
H: 4.6050 2.9500 0.6992
H: 4.6072 1.9750 -0.7674
H: 5.9439 0.8330 0.8616
H: 4.4684 -0.1067 0.6767
H: 4.9659 1.8966 2.9407
H: 5.1777 0.1504 3.0761
H: 3.5693 0.8120 2.8001
Cl: -5.7348 1.0371 3.8050
C: -4.4264 2.2328 3.7739
Cl: -4.0622 2.7337 5.4449
Cl: -4.8968 3.6507 2.8107
C: -3.2290 1.6814 3.1776
N: -2.2655 1.2399 2.7316